(1)
A single C4H7NO molecule, computed with ωB97M-V/def2-TZVPD.

Structure (ORCA input):
```
! RIJCOSX wB97M-V def2-TZVPD def2/J DEFGRID3
* xyz 0 1
O -0.395 -3.157 -0.810
N -0.532 -0.788 -0.586
C -0.336 0.257 0.382
C 1.004 0.875 0.381
C -0.186 -2.131 -0.250
C -0.179 1.641 -0.161
H -0.182 1.842 -1.297
H -0.776 2.367 0.527
H -1.245 -0.719 -1.271
H 1.845 0.608 -0.246
H -0.908 0.235 1.299
H 1.458 1.165 1.396
H 0.432 -2.195 0.635
*
```

Properties
**HOMO energy**: -9.7624 eV
**Energy above the lowest of the compared OMol25 structures with the same formula, charge and spin**: 45.3 kcal per mole
**Structure (SMILES)**: O=CNC1CC1
**DFT total energy**: -7797.679 eV

***

(2)
A molecular structure, C14H42N2O8, computed with ωB97M-V/def2-TZVPD.

Structure (ORCA input):
```
! RIJCOSX wB97M-V def2-TZVPD def2/J DEFGRID3
* xyz 0 1
O 1.008 -2.142 0.547
O 0.154 1.355 -0.138
O -1.149 0.969 1.458
O -4.553 -2.187 3.241
O 2.560 0.498 -3.601
O -0.388 3.641 0.116
O 0.949 2.049 -3.100
O 1.958 0.987 1.261
N 1.114 -0.141 -1.250
N -1.499 -1.061 2.781
C 2.582 1.117 2.651
C 0.040 -1.977 -0.525
C -0.258 -1.802 2.613
C -3.812 -1.166 3.976
C 2.225 -0.817 -0.471
C -5.888 -1.852 3.033
C 3.228 0.677 -4.882
C 0.774 -0.709 -2.558
C -0.395 2.426 -3.374
C -1.305 1.823 -2.233
C 1.908 -0.824 -3.570
C 0.820 -1.237 1.614
C 2.828 0.339 0.385
C -2.257 -1.538 3.929
H 0.965 1.338 0.370
H -6.411 -1.679 3.973
H -1.054 2.280 -1.275
H 3.028 -1.028 -1.177
H -0.974 -1.807 -0.163
H -0.530 2.864 -0.425
H 1.487 2.388 -3.819
H -1.807 -0.822 4.617
H 0.304 0.735 -0.851
H 3.602 1.501 2.678
H 3.867 -0.125 -5.252
H -0.359 1.282 1.017
H -0.012 -2.865 -1.155
H 3.328 1.094 -0.222
H 1.675 -1.110 2.278
H -0.689 2.091 -4.369
H -1.266 3.987 0.274
H -0.505 -2.833 2.360
H -1.094 -0.137 2.833
H -5.994 -1.015 2.343
H -3.868 -0.227 3.425
H 0.688 -0.228 1.224
H 0.076 0.056 -2.900
H 1.565 -1.086 -4.571
H -1.320 0.113 1.067
H 2.575 -1.581 -3.159
H -0.549 3.496 -3.516
H 2.575 0.065 2.935
H 2.534 0.777 -5.716
H 3.694 -0.121 0.859
H 1.454 0.789 -1.451
H 1.830 -1.682 0.063
H 0.347 -1.041 -0.990
H -0.922 0.809 -2.112
H -1.960 -2.535 4.255
H -6.402 -2.664 2.518
H 0.186 -1.901 3.604
H 3.764 1.626 -4.865
H -4.270 -1.026 4.955
H 1.922 1.568 3.392
H 0.229 -1.645 -2.433
H -2.355 1.871 -2.521
*
```

Properties
**HOMO energy**: -7.4717 eV
**Energy above the lowest of the compared OMol25 structures with the same formula, charge and spin**: 380.1 kcal per mole
**DFT total energy**: -34540.262 eV

***

(3)
A molecular structure, C30H39ClCrN5O4S, computed with ωB97M-V/def2-TZVPD.

Structure (ORCA input):
```
! RIJCOSX wB97M-V def2-TZVPD def2/J DEFGRID3
* xyz 2 2
Cr 0.253 0.328 -0.059
Cl 0.252 1.063 8.255
S 3.229 0.226 0.870
O -0.069 1.810 1.583
O 0.484 -0.280 1.715
O 2.188 0.871 -0.081
O -0.209 1.759 -1.165
N -2.168 -1.382 0.083
N -3.832 -0.198 0.602
N 0.471 2.923 -1.115
N -3.409 -1.443 0.338
N -1.744 -0.102 0.170
C 0.569 5.160 -0.402
C 0.200 0.844 2.327
C 3.825 -1.724 -0.999
C 3.902 -3.044 -1.391
C 0.545 -0.204 5.901
C -0.064 3.938 -0.418
C 0.344 -1.010 -1.233
C 0.237 0.995 6.537
C 0.532 -0.255 4.522
C 0.026 -1.355 -2.648
C -5.250 0.088 0.862
C -2.793 0.624 0.495
C 4.738 1.007 0.332
C 0.068 -2.874 -2.838
C -0.085 2.140 5.815
C 3.120 -2.438 1.206
C -1.346 -0.801 -3.052
C 3.436 -1.428 0.308
C 3.204 -3.761 0.794
C -6.014 0.447 -0.412
C -5.527 1.757 -1.019
C 3.683 -5.509 -0.954
C 1.750 5.322 -1.113
C 3.593 -4.083 -0.502
C -0.094 2.082 4.436
C 1.609 3.044 -1.814
C 1.108 -0.683 -3.518
C -5.994 -0.686 -1.432
C 2.270 4.252 -1.825
C 0.214 0.887 3.786
H -1.498 -0.995 -4.114
H -0.668 -3.366 -2.201
H 1.929 2.156 -2.336
H 5.566 0.484 0.807
H -1.408 0.275 -2.890
H 4.705 2.038 0.675
H 3.180 4.344 -2.401
H -0.319 3.055 6.339
H 0.754 -1.794 -0.567
H -0.983 3.709 0.094
H -4.516 1.654 -1.426
H -2.816 1.685 0.669
H -4.987 -0.855 -1.819
H 4.651 -5.705 -1.415
H 1.056 -3.272 -2.602
H -5.532 2.573 -0.293
H 4.217 -3.286 -2.399
H 1.111 0.397 -3.375
H 3.550 -6.200 -0.126
H 4.822 0.959 -0.751
H 2.918 -5.723 -1.702
H 4.065 -0.933 -1.698
H 2.968 -4.552 1.493
H -0.333 2.962 3.854
H 2.100 -1.080 -3.303
H -7.045 0.588 -0.071
H -0.161 -3.125 -3.874
H -6.629 -0.436 -2.280
H -5.270 0.903 1.586
H -6.166 2.053 -1.849
H 0.129 5.971 0.159
H 2.257 6.277 -1.116
H -5.643 -0.809 1.338
H -6.352 -1.623 -1.007
H -2.145 -1.296 -2.502
H 0.881 -0.887 -4.565
H 0.759 -1.181 4.011
H 2.811 -2.193 2.214
H 0.789 -1.075 6.492
*
```

Properties
**HOMO energy (spin up / spin down)**: -13.6692 / -13.6742 eV
**⟨S²⟩**: 1.033
**DFT total energy**: -99146.912 eV

***

(4)
A single C6H10O molecule, computed with ωB97M-V/def2-TZVPD.

Structure (ORCA input):
```
! RIJCOSX wB97M-V def2-TZVPD def2/J DEFGRID3
* xyz 0 1
O -0.679 1.657 0.986
C 0.147 -1.180 0.579
C 0.810 -0.096 0.176
C 2.248 0.037 -0.188
C -1.305 0.065 -0.738
C -1.351 -0.955 0.473
C -0.204 0.977 -0.181
H 0.202 1.732 -0.867
H -1.904 -1.899 0.402
H -2.160 0.646 -1.121
H -1.610 1.870 0.832
H -1.725 -0.436 1.364
H 2.322 0.557 -1.153
H -0.917 -0.500 -1.592
H 2.707 -0.950 -0.300
H 0.604 -2.145 0.783
H 2.815 0.618 0.544
*
```

Properties
**HOMO energy**: -8.9331 eV
**Energy above the lowest of the compared OMol25 structures with the same formula, charge and spin**: 17.7 kcal per mole
**Structure (SMILES)**: CC1=CCC[C@H]1O
**DFT total energy**: -8430.472 eV